{"formula": "C22H42N2O12P", "method": "the ωB97M-V functional and the def2-TZVPD basis", "de_lowest_kcal_mol": 150.7, "charge": 1, "species": ["C", "C", "O", "C", "C", "O", "P", "N", "C", "C", "C", "O", "N", "C", "C", "C", "H", "H", "H", "H", "H", "H", "H", "H", "H", "H", "H", "H", "H", "H", "H", "H", "H", "H", "H", "H", "H", "H", "H", "H", "C", "C", "C", "O", "C", "O", "O", "H", "H", "H", "H", "H", "H", "C", "C", "C", "O", "C", "O", "O", "H", "H", "H", "H", "H", "H", "C", "C", "C", "O", "C", "O", "O", "H", "H", "H", "H", "H", "H"], "positions_angstrom": [[2.84420, 1.05182, -1.42744], [2.47539, 0.55556, -2.94585], [1.73484, -0.71407, -3.02495], [0.53684, -0.71357, -2.16773], [0.85103, -1.74976, -0.91980], [0.46204, -1.24068, 0.40438], [0.89651, -2.36986, 1.65628], [1.62014, -1.44210, 2.99563], [-0.78536, -3.07761, 2.33524], [-1.72857, -3.58327, 1.05065], [-2.87207, -2.46307, 0.62470], [-2.47137, -1.62580, -0.52587], [1.83870, -3.78127, 1.11338], [3.17986, -3.65492, 1.37668], [3.91654, -3.81988, 2.83156], [4.19020, -3.35054, 0.07895], [3.92517, 1.55876, -1.41115], [2.08005, 1.92042, -1.15624], [2.87928, 0.19662, -0.62690], [3.50812, 0.37515, -3.50773], [1.90484, 1.39482, -3.56353], [-0.34551, -1.20552, -2.78381], [0.17346, 0.34853, -1.83033], [0.33642, -2.77381, -1.15601], [2.03925, -1.86210, -0.89257], [0.79933, -0.94833, 3.45117], [2.22456, -0.66495, 2.61231], [-1.37914, -2.28306, 2.97727], [-0.58236, -4.06544, 2.96279], [-2.29644, -4.58854, 1.34007], [-1.08694, -3.84777, 0.09877], [-3.92019, -2.97017, 0.36200], [-3.00451, -1.73200, 1.53830], [-2.18947, -2.22516, -1.30394], [3.97743, -4.96464, 3.12172], [3.41446, -3.23942, 3.71514], [5.04348, -3.42841, 2.78655], [4.62696, -2.25523, 0.09786], [5.06347, -4.16243, 0.02968], [3.55766, -3.53803, -0.91589], [0.83962, 3.40522, 5.19858], [-0.00369, 2.43694, 4.39359], [-1.47663, 2.60977, 4.60907], [-1.98156, 1.31154, 4.35562], [-0.96916, 0.43987, 4.65344], [-1.10705, -0.76572, 4.75680], [0.21414, 1.10281, 4.82291], [0.75395, 3.20691, 6.27186], [1.89826, 3.28611, 4.94336], [0.55128, 4.44317, 5.00389], [0.25613, 2.50020, 3.33001], [-1.91428, 3.33610, 3.91772], [-1.73924, 2.89130, 5.63498], [2.30231, 3.37691, -7.97215], [3.47429, 3.80409, -7.11149], [3.82738, 2.80683, -6.05005], [4.40081, 3.61779, -5.04104], [3.83473, 4.85677, -5.17503], [3.92919, 5.74930, -4.35186], [3.14728, 4.95660, -6.35225], [1.37545, 3.34386, -7.39041], [2.13980, 4.10323, -8.77595], [2.47519, 2.39449, -8.42308], [4.34012, 4.04379, -7.74046], [4.54768, 2.06291, -6.40336], [2.95829, 2.28929, -5.62869], [-5.40989, 0.13723, -0.02027], [-6.59785, 0.39240, 0.88549], [-6.36313, -0.02409, 2.30580], [-7.66960, -0.32573, 2.76047], [-8.38327, -0.70594, 1.65612], [-9.47900, -1.23614, 1.69372], [-7.70106, -0.41509, 0.50790], [-5.22510, -0.93545, -0.13781], [-5.60849, 0.53079, -1.02312], [-4.50360, 0.61472, 0.36576], [-6.90579, 1.44300, 0.82135], [-5.92112, 0.77745, 2.90516], [-5.74468, -0.92352, 2.40209]], "forces_ev_per_a": [[0.2076, 1.2399, -0.2677], [1.4056, 0.3658, -0.4760], [-0.8671, 1.7327, 1.4014], [-0.7822, -0.8365, 0.1182], [1.4256, 0.0272, -1.7087], [1.4643, -3.0004, 1.6074], [-1.0968, -1.0995, 0.7257], [-1.3499, 0.4663, -2.4182], [-0.6827, -0.9497, -0.7062], [-0.7382, -0.0836, -0.2793], [-0.0666, -0.3217, 0.1226], [0.4485, -2.1110, -0.2280], [1.7171, 4.7709, 1.9730], [0.2306, 0.3822, -0.7746], [0.7337, 0.2203, -0.0745], [-0.6608, -1.7485, -0.3818], [-2.4156, -1.1250, -0.2216], [1.6197, -2.0670, -0.1153], [-0.3479, 1.6144, -1.6468], [-2.3780, 0.1483, 1.0879], [1.0517, -1.6584, 1.5231], [1.8892, 1.1267, 1.1043], [0.9334, -2.0268, -0.4950], [1.0950, 1.8977, 0.6158], [-2.7578, -0.0109, -0.3867], [1.0298, -0.8513, -0.2838], [-0.6664, -1.1329, 0.4694], [1.5035, -1.5567, -1.2680], [0.0104, 2.4290, -1.1404], [1.3510, 2.2410, -0.4055], [-1.1701, 0.5157, 1.9312], [2.3535, 0.8981, 0.7580], [0.1118, -1.3608, -1.9681], [-0.9064, 1.2182, 2.0019], [-0.3446, 2.2526, -0.7963], [0.5003, -1.1995, -1.9368], [-2.5419, -0.9058, -0.2359], [-0.9214, -2.2506, 0.2571], [-1.7170, 1.9974, 0.4196], [1.3160, 0.6686, 2.3098], [0.4975, -0.1769, 0.0682], [0.6433, 1.5274, 0.2121], [-0.4576, 0.9637, -0.1388], [0.7589, -1.4045, 0.2178], [-0.6143, -1.1138, 0.2690], [0.4746, 1.9875, -0.5014], [-0.9365, -1.3106, -0.1777], [-0.1905, 0.0276, -0.1720], [-0.1837, 0.1134, -0.0060], [-0.0003, -0.1990, -0.0441], [-0.1219, -0.0338, 0.0510], [-0.0271, -0.2720, 0.0964], [0.1855, -0.0003, -0.0761], [-0.2182, 0.3957, -0.2590], [-0.6378, -0.5961, -1.1021], [0.3692, -0.8222, -0.1466], [-0.2442, 0.8416, 0.2153], [0.1397, 2.0171, 1.6065], [-0.2035, -2.0484, -1.7916], [0.5548, 0.1227, 1.1068], [0.2127, -0.0913, 0.0656], [0.0667, -0.1880, 0.0871], [0.0617, 0.1485, 0.0799], [-0.0131, -0.0703, 0.1311], [-0.0340, 0.1659, 0.1935], [-0.0682, 0.0802, -0.1891], [-0.1769, -0.0081, -0.4796], [1.1112, 0.2669, -0.6663], [0.4836, 0.3774, 0.6146], [-0.5858, -0.2992, -0.5674], [-2.5201, -1.1870, 0.0810], [2.5689, 1.2426, -0.0821], [-0.6412, -0.2864, 0.7727], [-0.0353, 0.1557, 0.1934], [0.0971, -0.0058, 0.1837], [-0.1462, -0.0368, -0.0128], [0.0059, -0.0824, 0.1147], [-0.1959, -0.1677, 0.0201], [0.0340, 0.0501, -0.1786]]}

=====

{"formula": "CH5ClNOP", "method": "the ωB97M-V functional and the def2-TZVPD basis", "de_lowest_kcal_mol": 101.7, "smiles": "COPNCl", "species": ["C", "O", "P", "N", "Cl", "H", "H", "H", "H", "H"], "positions_angstrom": [[1.62184, -0.59810, 0.44107], [0.48240, -0.22821, -0.21102], [-0.78209, 1.05228, 0.44532], [-2.05029, 0.57975, -0.60867], [-2.92418, -0.96488, 0.07820], [2.48789, -0.86015, -0.18492], [1.38835, -1.53865, 0.93814], [2.05101, 0.22874, 1.03458], [-0.64530, 2.10946, -0.49602], [-1.62964, 0.21975, -1.43668]], "forces_ev_per_a": [[1.4556, -0.1904, 1.0533], [-3.4676, 3.0777, -0.9282], [1.7370, -2.3804, -1.1689], [-1.2063, -1.6088, 2.1610], [1.0492, 1.7671, -0.8155], [-0.5349, 0.2035, -0.7857], [0.3800, 0.1732, 0.9718], [-0.3501, -0.5972, 0.5646], [0.7372, 0.0160, 0.0080], [0.2000, -0.4605, -1.0605]]}

=====

{"formula": "C3H8NO", "method": "the ωB97M-V functional and the def2-TZVPD basis", "de_lowest_kcal_mol": 11.2, "smiles": "C[N+](C)=CO", "charge": 1, "species": ["C", "N", "C", "C", "O", "H", "H", "H", "H", "H", "H", "H", "H"], "positions_angstrom": [[1.19477, -0.79890, 0.06147], [-0.08151, -0.04225, -0.02664], [-0.06168, 1.35048, -0.36227], [-1.20525, -0.66014, 0.14927], [-2.39590, 0.00802, 0.18429], [0.93602, -1.88734, 0.01383], [1.65765, -0.57873, 1.00685], [1.63640, -0.41953, -0.76066], [0.15776, 1.88786, 0.49175], [-0.94424, 1.82185, -0.72503], [0.83879, 1.62087, -0.94861], [-1.21904, -1.68432, 0.51182], [-3.14894, -0.57669, 0.12337]], "forces_ev_per_a": [[-2.9357, -1.4832, 2.0315], [-2.3799, -1.3428, -0.0074], [1.8881, 0.8888, -0.9726], [-1.6151, 1.2782, 1.2082], [3.0284, -0.2507, -0.6212], [0.5558, 1.0008, -0.1667], [0.4596, 0.2195, 0.1643], [2.5546, 0.4926, -2.5316], [0.2982, 1.0313, 2.3630], [-0.8430, -0.4915, -0.6942], [-0.7378, -0.6356, -0.3620], [0.1424, -0.1240, -0.5131], [-0.4154, -0.5834, 0.1019]]}

=====

{"formula": "C5H8N", "method": "the ωB97M-V functional and the def2-TZVPD basis", "de_lowest_kcal_mol": 168.0, "charge": 1, "species": ["C", "C", "C", "C", "C", "N", "H", "H", "H", "H", "H", "H", "H", "H"], "positions_angstrom": [[-2.08031, -0.86195, -0.06374], [-0.68921, -0.63793, 0.22023], [-1.63045, 0.20481, 0.90147], [0.55484, -1.13164, 0.70527], [1.06259, 0.96570, -0.82298], [0.42713, -0.40443, -0.68067], [-1.98278, 1.08530, 0.23740], [-1.81650, 0.45501, 1.95328], [1.09905, -0.46030, 1.45344], [0.89732, -2.14565, 0.38394], [2.07603, 0.97101, -1.33249], [0.44401, 1.62623, -1.56689], [1.07604, 1.38575, 0.20226], [0.56224, -1.05190, -1.59052]], "forces_ev_per_a": [[-1.1402, -0.2683, 0.5670], [0.4110, 0.4079, 0.4333], [-1.8772, 2.1051, -1.9063], [2.4850, -0.6466, -1.3524], [-0.7525, 1.0911, -1.5254], [2.1398, -0.1018, -2.0196], [0.1611, -0.9829, 0.9744], [0.5133, -0.5155, -0.3266], [-0.6714, -1.5473, -1.0202], [-0.2957, 0.6915, 1.4041], [-1.0510, -0.6734, 1.0990], [0.7037, -1.2826, 1.6993], [0.1493, 0.0415, -0.8616], [-0.7752, 1.6814, 2.8349]]}

=====

{"formula": "C4H5NO2", "method": "the ωB97M-V functional and the def2-TZVPD basis", "de_lowest_kcal_mol": 76.8, "smiles": "O=C1[C@@H]2OCCN12", "species": ["O", "C", "C", "O", "C", "C", "N", "H", "H", "H", "H", "H"], "positions_angstrom": [[-1.53692, -2.46676, -0.28067], [-1.11785, -1.36782, -0.23468], [-0.90856, -0.07493, -0.95254], [0.51424, 0.22747, -1.28127], [1.04046, 0.82467, -0.15625], [0.31961, 0.08585, 1.04030], [-0.92113, -0.27228, 0.51308], [-1.53769, 0.65672, -1.48647], [0.71619, 1.80672, -0.25304], [2.21541, 0.70366, -0.12730], [0.89169, -0.80675, 1.23946], [0.32455, 0.68345, 1.97939]], "forces_ev_per_a": [[0.4499, -1.2240, 0.4644], [-1.3524, 1.0252, -1.9751], [2.0614, 0.7635, -0.8902], [-1.8567, -2.2142, -1.1342], [1.8621, -1.6825, 1.3452], [3.2206, 1.3584, 1.1473], [-1.6858, 0.4462, 0.1748], [-0.1155, -0.6097, 0.6205], [0.0236, 2.4115, 0.7155], [-2.4518, 0.3409, -0.0695], [0.2591, -0.3743, 0.3183], [-0.4145, -0.2410, -0.7170]]}

=====

{"formula": "C6H10O", "method": "the ωB97M-V functional and the def2-TZVPD basis", "de_lowest_kcal_mol": 7.6, "charge": -1, "multiplicity": 2, "species": ["O", "C", "C", "C", "C", "C", "C", "H", "H", "H", "H", "H", "H", "H", "H", "H", "H"], "positions_angstrom": [[0.31590, -1.52833, 2.90832], [0.07304, -0.70751, 1.97174], [-0.75624, -1.20413, 0.83056], [-1.12973, -0.11048, -0.20619], [0.11711, 0.65814, -0.57821], [0.38167, 1.91992, -0.17734], [1.02269, 0.00253, -1.57340], [0.37639, 0.33897, 2.06698], [-0.17773, -1.96480, 0.26641], [-1.61556, -1.78551, 1.22281], [-1.90128, 0.54075, 0.21624], [-1.52791, -0.53069, -1.13136], [1.26508, 2.44213, -0.55392], [-0.14787, 2.59934, 0.48170], [1.55655, 0.64458, -2.27906], [0.40460, -0.58793, -2.27923], [1.74326, -0.72699, -1.18606]], "forces_ev_per_a": [[0.3156, -0.5049, 0.7547], [-0.2005, -0.0270, -0.1938], [0.2438, 0.0794, -0.7732], [0.2861, -0.0017, 0.7373], [-0.0985, 1.2589, 0.4390], [0.4803, 0.3883, -0.6303], [-0.2112, -1.1303, -1.3041], [-0.1433, 0.1744, -0.2810], [0.0061, -0.0558, 0.0887], [-0.1766, 0.2873, -0.1636], [0.1928, 0.1462, -0.0393], [-0.1667, -0.2174, 0.0329], [0.0836, -0.4141, -0.0848], [-0.6374, -0.7040, 0.1506], [0.1151, 0.5148, 0.5628], [0.0504, -0.0031, 0.3515], [-0.1397, 0.2088, 0.3528]]}